1.
Formula: C17H30BF5N2O19S
Source: the OMol25 dataset
Level of theory: wB97M-V/def2-TZVPD

CARTESIAN COORDINATES (ANGSTROEM)
N: 4.07 0.74 4.12
C: 3.57 1.27 3.14
O: 2.81 1.72 2.01
C: 2.08 0.57 1.53
C: 2.54 -0.26 0.44
C: 3.92 0.20 -0.25
C: 3.91 -0.05 -1.85
O: 4.58 -1.00 -2.33
C: 1.66 -1.53 -0.08
O: 2.16 -2.64 -0.41
C: 0.07 -1.22 -0.06
C: -0.85 -1.76 -1.19
C: -0.32 -2.68 -2.40
O: -0.75 -2.18 -3.71
O: 0.17 -1.25 -4.11
C: -2.38 -1.36 -1.08
N: -3.25 -1.92 -2.13
C: -2.92 -0.42 0.08
C: -4.48 -0.08 0.02
B: -4.93 0.83 -1.26
O: -6.36 0.89 -1.59
O: -4.05 1.57 -2.12
C: -1.93 0.10 1.21
S: -2.61 1.19 2.50
O: -1.69 1.61 3.61
O: -3.82 0.54 3.18
C: -3.10 2.81 1.63
F: -4.46 3.06 1.93
F: -2.79 2.79 0.24
C: -2.26 4.07 2.24
F: -2.62 4.40 3.56
F: -0.85 3.93 2.04
F: -2.63 5.21 1.43
C: -0.44 -0.32 1.15
C: 0.69 0.08 2.20
O: 0.67 -0.04 3.45
H: 4.76 -0.41 0.23
H: 4.16 1.32 -0.08
H: 3.23 0.65 -2.47
H: 0.83 -2.74 -2.47
H: -0.67 -3.78 -2.26
H: -0.14 -0.97 -5.01
H: -3.00 -2.92 -2.30
H: -4.24 -1.96 -1.84
H: -5.03 -1.09 -0.10
H: -4.91 0.41 0.95
H: -6.79 0.03 -1.35
H: -4.40 1.56 -3.05
O: 4.34 -3.70 -1.91
H: 5.06 -3.88 -1.29
H: 3.64 -3.33 -1.35
O: 1.11 3.15 -0.02
H: 1.83 2.98 0.60
H: 0.40 3.50 0.53
O: 2.49 -2.60 -4.93
H: 3.20 -2.76 -4.30
H: 1.77 -2.25 -4.39
O: -9.10 2.28 -1.35
H: -8.18 2.00 -1.45
H: -9.06 3.01 -0.72
O: 6.88 1.49 -2.19
H: 6.69 0.55 -2.23
H: 6.91 1.77 -3.12
O: 0.39 -2.93 3.57
H: 0.45 -2.02 3.90
H: 1.05 -2.97 2.87
O: -5.00 1.61 5.50
H: -4.37 2.12 6.01
H: -4.48 1.29 4.74
O: 3.09 -4.81 4.42
H: 2.25 -4.33 4.37
H: 2.84 -5.73 4.24
O: 9.58 2.55 -3.13
H: 10.25 1.89 -2.91
H: 8.75 2.13 -2.86

Its total energy is -85084.5083 eV. The HOMO energy comes out at -9.93 eV. The structure (SMILES) is N#COC1=C(CC=O)C(=O)c2c(COO)c(N)c(CB(O)O)c(S(=O)(=O)C(F)(F)C(F)(F)F)c2C1=O.O.O.O.O.O.O.O.O.O. The value obtained for the largest force on an atom is 0.127 hartree/bohr.

Mulliken population analysis, charges in e, atoms 1 to 5:
1 N -0.430
2 C 0.386
3 O -0.484
4 C 0.111
5 C 0.379

***

2.
Formula: C17H30Br2F3IN5O5S
Source: the OMol25 dataset
Level of theory: wB97M-V/def2-TZVPD

CARTESIAN COORDINATES (ANGSTROEM)
C: -1.76 -3.06 3.01
N: -2.35 -2.02 2.10
C: -1.28 -1.01 1.78
N: -1.80 -0.14 0.65
O: -3.09 -0.34 0.29
C: -1.11 0.77 0.00
N: 0.32 0.98 0.34
C: 0.65 1.82 1.51
Br: 1.61 0.58 2.81
C: -0.61 2.41 2.31
C: -1.22 3.77 1.65
Br: 0.09 3.00 4.11
C: 0.98 1.26 -0.96
O: 1.66 2.51 -1.17
C: 3.07 2.44 -0.79
C: 3.54 3.98 -0.61
C: 4.69 4.39 -1.67
O: 3.92 4.27 0.76
C: -0.28 1.35 -2.06
S: 0.33 2.68 -3.24
C: -0.41 0.08 -3.03
F: -0.94 0.46 -4.29
F: 0.87 -0.51 -3.29
F: -1.24 -0.96 -2.54
N: -1.35 1.67 -1.09
C: -2.69 2.04 -1.56
C: -2.82 3.50 -2.22
O: -2.41 4.48 -1.56
I: -3.70 3.72 -4.23
H: -1.48 -4.02 2.45
H: -2.57 -3.32 3.78
H: -0.89 -2.60 3.58
H: -3.03 -1.51 2.68
H: -0.31 -1.55 1.46
H: -1.08 -0.44 2.74
H: -3.09 -0.96 -0.48
H: 1.38 2.67 1.33
H: -1.43 1.67 2.56
H: -0.78 3.96 0.61
H: -2.37 3.79 1.67
H: -0.90 4.67 2.29
H: 1.76 0.46 -1.14
H: 3.64 1.91 -1.64
H: 3.14 1.90 0.21
H: 2.65 4.68 -0.84
H: 4.30 4.43 -2.75
H: 5.02 5.45 -1.40
H: 5.59 3.70 -1.53
H: 4.65 4.93 0.67
H: 1.49 2.21 -3.86
H: -3.00 1.29 -2.39
H: -3.49 1.91 -0.74
C: 0.57 -5.30 0.19
O: 0.19 -4.24 0.66
N: -0.07 -6.49 0.29
C: 0.46 -7.71 -0.30
C: -1.33 -6.55 1.02
H: 1.52 -5.37 -0.38
H: -0.27 -8.09 -1.02
H: 0.62 -8.44 0.49
H: 1.40 -7.51 -0.81
H: -2.05 -5.88 0.54
H: -1.16 -6.22 2.05
H: -1.72 -7.57 1.01

Its total energy is -202963.0823 eV. The HOMO energy comes out at -11.55 eV. The value obtained for the largest force on an atom is 0.101 hartree/bohr. As for the charge: +1.

Mulliken population analysis, charges in e, atoms 1 to 5:
1 C -0.499
2 N -0.366
3 C -0.798
4 N 0.846
5 O -0.390

***

3.
Formula: C17H30Br8FN3O6
Source: the OMol25 dataset
Level of theory: wB97M-V/def2-TZVPD

CARTESIAN COORDINATES (ANGSTROEM)
C: 0.86 -11.01 -18.18
N: 1.77 -10.34 -17.27
O: 2.82 -10.91 -16.95
O: 1.44 -9.19 -16.99
H: 0.58 -10.30 -18.96
H: 0.04 -11.42 -17.59
H: 1.36 -11.89 -18.59
C: -6.77 -16.62 -33.50
N: -5.97 -16.30 -32.31
O: -4.94 -16.95 -32.07
O: -6.45 -15.41 -31.55
H: -6.88 -15.66 -34.01
H: -7.75 -16.97 -33.20
H: -6.40 -17.39 -34.19
C: -4.71 -12.57 -25.49
N: -4.96 -12.06 -24.10
O: -5.31 -10.87 -24.00
O: -4.73 -12.81 -23.16
H: -3.62 -12.52 -25.55
H: -5.12 -11.95 -26.29
H: -5.03 -13.60 -25.68
Br: 8.01 -11.79 -20.81
C: 8.10 -13.65 -20.16
C: 9.58 -14.14 -20.29
Br: 9.57 -16.13 -19.98
H: 7.36 -14.12 -20.82
H: 7.84 -13.66 -19.11
H: 10.19 -13.68 -19.52
H: 9.93 -13.99 -21.31
Br: 7.04 -19.03 -28.70
C: 7.75 -17.21 -29.17
C: 8.06 -17.20 -30.72
Br: 8.69 -15.36 -31.08
H: 8.62 -16.92 -28.58
H: 6.89 -16.56 -28.98
H: 7.17 -17.24 -31.34
H: 8.78 -17.93 -31.08
Br: -11.91 -17.73 -25.87
C: -10.92 -16.39 -24.82
C: -9.98 -17.04 -23.84
Br: -8.39 -17.90 -24.82
H: -11.61 -15.74 -24.29
H: -10.34 -15.77 -25.50
H: -10.42 -17.68 -23.08
H: -9.55 -16.28 -23.20
Br: 4.01 -22.55 -21.80
C: 2.83 -22.58 -23.40
C: 1.45 -23.11 -23.14
Br: 1.67 -25.07 -22.51
H: 3.21 -23.27 -24.14
H: 2.84 -21.56 -23.78
H: 0.85 -23.06 -24.05
H: 0.97 -22.62 -22.29
F: 1.84 -15.72 -22.86
C: 1.32 -16.09 -24.04
C: 1.80 -15.66 -25.25
C: 1.10 -15.92 -26.44
C: -0.10 -16.64 -26.29
C: -0.57 -17.13 -25.09
C: 0.14 -16.80 -23.89
H: 2.70 -15.06 -25.25
H: 1.50 -15.54 -27.36
H: -0.65 -16.84 -27.20
H: -1.43 -17.78 -25.16
H: -0.25 -17.14 -22.94

Its total energy is -597918.1457 eV. The HOMO energy comes out at -9.55 eV. The structure (SMILES) is C[N+](=O)[O-].C[N+](=O)[O-].C[N+](=O)[O-].Fc1ccccc1.BrCCBr.BrCCBr.BrCCBr.BrCCBr. The value obtained for the largest force on an atom is 0.059 hartree/bohr.

Mulliken population analysis, charges in e, atoms 1 to 5:
1 C -0.700
2 N 0.826
3 O -0.503
4 O -0.491
5 H 0.281

***

4.
Formula: C17H30FN3O6S
Source: the OMol25 dataset
Level of theory: wB97M-V/def2-TZVPD

CARTESIAN COORDINATES (ANGSTROEM)
C: 5.06 1.23 -0.51
C: 3.58 1.57 -0.37
C: 2.87 1.30 -1.71
C: 1.45 1.82 -1.69
O: 1.18 3.00 -1.54
N: 0.47 0.90 -1.83
C: 0.38 -0.55 -1.96
C: -1.16 -0.39 -2.08
F: -1.61 -0.77 -3.32
C: -1.94 -1.12 -1.00
O: -1.43 -1.26 0.10
N: -3.13 -1.72 -1.32
C: -3.62 -2.65 -0.30
C: -4.23 -1.91 0.90
S: -4.95 -3.03 2.07
O: -5.39 -2.29 3.21
O: -5.82 -3.91 1.36
O: -3.69 -3.90 2.51
C: -4.21 -1.24 -2.19
C: -4.08 0.12 -2.88
N: -3.96 1.17 -2.03
O: -4.16 0.25 -4.08
C: -0.96 1.14 -1.94
C: 2.84 0.79 0.73
C: 3.23 1.01 2.21
C: 4.46 0.20 2.62
C: 2.05 0.52 3.06
C: 3.46 2.50 2.50
H: 5.21 0.14 -0.58
H: 5.47 1.68 -1.41
H: 5.64 1.59 0.34
H: 3.47 2.64 -0.18
H: 3.39 1.83 -2.51
H: 2.90 0.23 -1.94
H: 0.80 -0.95 -2.88
H: 0.71 -1.10 -1.08
H: -4.37 -3.29 -0.76
H: -2.79 -3.26 0.04
H: -3.48 -1.33 1.42
H: -5.06 -1.27 0.61
H: -3.35 -3.56 3.35
H: -4.38 -1.97 -2.98
H: -5.12 -1.19 -1.58
H: -3.98 1.06 -1.03
H: -3.93 2.10 -2.41
H: -1.40 1.61 -1.06
H: -1.26 1.69 -2.84
H: 1.78 1.05 0.65
H: 2.91 -0.28 0.52
H: 5.37 0.53 2.11
H: 4.64 0.31 3.69
H: 4.32 -0.86 2.41
H: 1.15 1.11 2.86
H: 1.83 -0.53 2.84
H: 2.28 0.60 4.12
H: 2.60 3.09 2.19
H: 3.61 2.66 3.57
H: 4.34 2.88 1.98

Its total energy is -48424.4153 eV. The HOMO energy comes out at -9.65 eV. The structure (SMILES) is C[C@@H](CC(=O)N1CC(F)(C(=O)N(CCS(=O)(=O)O)CC(N)=O)C1)CC(C)(C)C. The value obtained for the largest force on an atom is 0.015 hartree/bohr.

Mulliken population analysis, charges in e, atoms 1 to 5:
1 C -1.819
2 C 0.796
3 C -0.874
4 C 0.421
5 O -0.705

***

- largest force on an atom of number 4 (C17H30FN3O6S)?
  0.015 hartree/bohr